1.
C19H14Cl2N8O4RhSSe | ωB97M-V/def2-TZVPD

Net charge: +1
E_LUMO, eV: -3.81
Kohn-Sham gap, eV: 7.76
M, g/mol: 703.212
Energy relative to the best compared isomer or geometry (same formula, charge and spin), kcal per mole: 0.0

Each line ends with the natural charge from an NBO analysis.
CARTESIAN COORDINATES (ANGSTROEM)
Rh1 0.21215 -0.06027 -0.26051  0.956
N1 -0.36541 1.95042 -0.15354  -0.597
N2 -1.51446 1.95482 0.68141  -0.511
C1 -2.10095 0.71095 0.94276  0.876
O1 -2.88013 0.56683 1.85324  -0.631
O2 -1.74313 -0.23908 0.09357  -0.753
H1 0.36712 2.50158 0.29183  0.445
H2 -0.62457 2.30968 -1.06551  0.383
H3 -1.48057 2.60006 1.45506  0.411
Se1 4.55943 -0.59336 -6.43933  1.009
N3 2.80371 -0.54387 -6.19094  -0.587
C2 2.60880 -0.41611 -4.90751  0.115
C3 1.27608 -0.33394 -4.30059  -0.087
C4 0.08126 -0.37191 -5.02505  -0.089
C5 -1.11487 -0.26346 -4.34967  -0.228
C6 -1.10795 -0.15383 -2.96081  0.082
N4 0.02852 -0.13607 -2.27471  -0.408
C7 1.20550 -0.20195 -2.92695  0.247
C8 2.40906 -0.12140 -2.08675  0.166
N5 2.19021 0.01008 -0.76299  -0.387
C9 3.22611 0.01923 0.06270  0.110
C10 4.53786 -0.04352 -0.40849  -0.222
C11 4.77047 -0.14994 -1.75999  -0.091
C12 3.67627 -0.20756 -2.62820  -0.067
C13 3.78960 -0.35273 -4.08480  0.110
N6 4.93125 -0.42852 -4.71137  -0.584
H4 0.11636 -0.48245 -6.10112  0.256
H5 -2.05912 -0.27815 -4.87497  0.250
H6 -2.01859 -0.11233 -2.37653  0.246
H7 3.00860 0.06693 1.11897  0.234
H8 5.35356 -0.01520 0.29971  0.249
H9 5.77328 -0.20594 -2.16283  0.255
S1 0.38914 -2.38586 -0.17134  -0.076
C14 -0.08061 -2.59466 1.49576  0.331
N7 -1.29878 -2.11679 1.83756  -0.499
C15 -1.75554 -2.12628 3.09414  0.142
C16 -1.00270 -2.74699 4.05168  -0.301
C17 0.19107 -3.32204 3.62624  0.147
N8 0.65920 -3.23608 2.38378  -0.433
H10 -1.81877 -1.60504 1.11762  0.480
H11 -2.70111 -1.63143 3.26635  0.261
H12 -1.31605 -2.77284 5.08356  0.255
H13 0.81393 -3.87144 4.32321  0.220
Cl1 -0.30397 1.16636 4.58001  0.009
C18 1.28194 1.16686 3.78687  -0.308
Cl2 2.29524 -0.18965 4.31682  -0.002
C19 1.07789 1.16847 2.26856  0.765
O3 1.39895 2.19421 1.68657  -0.680
O4 0.59051 0.07666 1.77426  -0.719
H14 1.79767 2.07278 4.07469  0.249

2.
C19H14F4N2O4 | ωB97M-V/def2-TZVPD

E_LUMO, eV: -2.35
Kohn-Sham gap, eV: 6.35
M, g/mol: 410.323

Each line ends with the natural charge from an NBO analysis.
CARTESIAN COORDINATES (ANGSTROEM)
F1 -2.25917 -2.75194 0.68909  -0.292
C1 -1.84093 -1.64567 1.35994  0.337
C2 -1.06465 -1.80615 2.45630  0.271
F2 -0.79713 -3.02227 2.97082  -0.274
C3 -0.62968 -0.68218 3.27563  0.394
O1 0.15186 -0.81243 4.21774  -0.438
C4 -1.21242 0.60792 2.92271  0.275
F3 -1.05579 1.58139 3.83909  -0.277
C5 -2.00381 0.78164 1.84188  0.302
F4 -2.57290 1.96481 1.57585  -0.266
C6 -2.42281 -0.34364 1.00344  0.398
O2 -3.29483 -0.14247 0.14509  -0.459
O3 -0.14792 2.80610 -0.23074  -0.580
C7 1.05202 2.58754 -0.41965  0.693
C8 2.22441 2.97037 0.39237  -0.158
C9 3.35090 2.34645 -0.12582  -0.065
C10 4.57634 2.41857 0.51837  -0.187
C11 4.65172 3.18431 1.69742  -0.189
C12 3.51265 3.84161 2.20487  -0.193
C13 2.27253 3.72012 1.55566  -0.154
C14 2.95461 1.57122 -1.32474  0.671
O4 3.62700 0.83604 -2.04429  -0.545
N1 1.57605 1.82809 -1.46216  -0.470
C15 0.74543 1.26464 -2.51965  -0.228
C16 0.13625 -0.10339 -2.17056  -0.054
C17 -0.35117 -0.74644 -3.47528  -0.407
C18 -1.60026 -1.55790 -3.12113  -0.414
C19 -2.09396 -0.90357 -1.82830  -0.219
N2 -1.00042 -0.11990 -1.27847  -0.678
H1 5.42793 1.88511 0.09867  0.239
H2 5.60030 3.27273 2.23189  0.225
H3 3.60183 4.44472 3.11164  0.226
H4 1.35737 4.19514 1.91342  0.238
H5 -0.05513 1.98665 -2.76323  0.227
H6 1.41917 1.14089 -3.37821  0.235
H7 0.92046 -0.73623 -1.71197  0.182
H8 -0.69480 0.06885 -4.13765  0.196
H9 0.42771 -1.29611 -4.03220  0.223
H10 -2.42209 -1.50688 -3.85139  0.216
H11 -1.36201 -2.61563 -2.95102  0.201
H12 -3.00790 -0.31531 -2.02154  0.202
H13 -2.27366 -1.74399 -1.16057  0.194
H14 -1.20842 0.77509 -0.82997  0.400